Arrangement P

Formula: H26O13
Source: the OMol25 dataset
Level of theory: ωB97M-V with the def2-TZVPD basis set

The value obtained for the highest occupied orbital energy is -10.14 eV. As for the spin multiplicity: 1.

Each line ends with the natural charge from an NBO analysis.
Atoms and positions in Å:
O1 -1.271 -0.943 -3.963  -0.965
H1 -0.868 -1.800 -3.861  0.470
H2 -1.101 -0.446 -3.154  0.492
O2 -1.156 -0.990 3.776  -0.925
H3 -0.828 -1.725 4.271  0.463
H4 -0.302 -0.611 3.550  0.462
O3 0.053 1.294 -2.933  -0.958
H5 0.865 1.735 -2.662  0.485
H6 -0.081 1.596 -3.835  0.473
O4 2.665 -1.367 2.659  -0.951
H7 1.840 -1.364 2.143  0.490
H8 2.323 -1.249 3.553  0.452
O5 2.137 3.094 -0.411  -0.955
H9 1.556 3.253 -1.153  0.459
H10 1.769 2.244 -0.108  0.479
O6 1.022 -2.977 1.540  -0.948
H11 0.175 -2.885 1.083  0.483
H12 0.843 -3.705 2.145  0.476
O7 2.570 0.332 -1.582  -0.937
H13 3.128 0.910 -1.050  0.478
H14 1.956 0.128 -0.865  0.460
O8 -2.414 0.414 -0.769  -0.956
H15 -2.784 -0.421 -0.469  0.464
H16 -2.881 0.700 -1.558  0.486
O9 -2.744 -2.256 1.855  -0.934
H17 -2.892 -1.409 1.444  0.464
H18 -3.236 -2.129 2.676  0.483
O10 -1.219 4.044 -0.643  -0.932
H19 -0.486 4.661 -0.567  0.470
H20 -1.497 4.055 0.279  0.465
O11 -3.344 -2.609 -0.867  -0.936
H21 -3.412 -2.732 0.103  0.483
H22 -3.926 -1.852 -0.979  0.447
O12 0.014 1.948 0.229  -1.026
H23 0.270 1.742 1.118  0.494
H24 -0.805 1.911 -0.229  0.542
O13 3.890 -0.066 0.636  -0.960
H25 4.179 -0.861 1.083  0.493
H26 4.188 0.660 1.186  0.469

***

Arrangement Q

Formula: H26O13
Source: the OMol25 dataset
Level of theory: ωB97M-V with the def2-TZVPD basis set

The value obtained for the highest occupied orbital energy is -9.90 eV. As for the spin multiplicity: 1.

Each line ends with the natural charge from an NBO analysis.
Atoms and positions in Å:
H1 -0.838 -0.323 -0.971  0.474
H2 -0.286 -1.286 -0.044  0.456
H3 -0.552 0.916 1.313  0.482
H4 0.148 -0.332 1.938  0.458
H5 0.698 2.115 -4.416  0.474
H6 -0.486 1.723 -5.457  0.471
H7 0.571 1.731 4.966  0.458
H8 0.754 1.444 3.394  0.485
H9 2.672 -1.452 1.558  0.462
H10 3.172 -0.319 0.624  0.477
H11 -0.429 -2.935 1.679  0.425
H12 -1.024 -4.184 2.181  0.463
H13 -3.083 1.807 -0.542  0.458
H14 -3.943 0.879 0.099  0.461
H15 -0.888 1.266 -1.868  0.446
H16 -1.810 1.698 -3.133  0.495
H17 -2.897 -4.236 0.461  0.460
H18 -3.764 -3.321 1.347  0.462
H19 2.593 -2.880 -0.664  0.472
H20 3.231 -3.337 -2.008  0.469
H21 3.266 -1.095 -1.433  0.480
H22 4.054 0.032 -1.447  0.476
H23 -1.938 4.295 1.495  0.459
H24 -1.394 2.946 1.934  0.463
H25 0.895 1.855 -1.316  0.439
H26 2.180 1.823 -0.595  0.479
O1 -0.848 -0.530 0.014  -0.931
O2 -0.343 0.510 2.144  -0.931
O3 0.315 2.265 -5.352  -0.944
O4 0.183 1.918 4.124  -0.956
O5 3.443 -1.146 0.993  -0.945
O6 -1.205 -3.263 1.977  -0.887
O7 -3.794 1.188 -0.768  -0.921
O8 -1.727 1.123 -2.295  -0.940
O9 -2.915 -3.599 1.185  -0.922
O10 3.387 -3.218 -1.113  -0.933
O11 3.134 -0.204 -1.459  -0.957
O12 -1.968 3.648 2.254  -0.922
O13 1.434 2.479 -0.799  -0.919

***

Arrangement R

Formula: H26O13
Source: the OMol25 dataset
Level of theory: ωB97M-V with the def2-TZVPD basis set

The value obtained for the highest occupied orbital energy is -10.45 eV. As for the spin multiplicity: 1.

Each line ends with the natural charge from an NBO analysis.
Atoms and positions in Å:
O1 2.458 -0.674 1.112  -0.953
H1 2.322 -0.659 0.208  0.470
H2 3.301 -1.243 1.305  0.488
O2 -0.256 -0.525 1.106  -0.980
H3 -0.479 0.105 0.485  0.501
H4 0.491 -1.037 1.106  0.499
O3 -3.033 0.957 0.034  -0.926
H5 -2.630 1.683 -0.192  0.452
H6 -3.415 1.101 0.934  0.473
O4 1.860 -2.782 2.950  -0.967
H7 2.215 -2.856 2.017  0.492
H8 1.843 -1.957 3.317  0.473
O5 2.573 2.257 0.801  -0.959
H9 1.968 1.853 0.165  0.468
H10 3.040 1.596 1.314  0.491
O6 -1.913 0.576 2.845  -0.997
H11 -1.260 -0.233 2.572  0.521
H12 -1.914 1.225 2.192  0.452
O7 1.193 0.495 -2.792  -0.949
H13 0.912 -0.088 -1.956  0.458
H14 0.971 1.316 -2.437  0.469
O8 2.131 -3.041 -0.197  -0.966
H15 1.347 -3.466 -0.535  0.484
H16 2.759 -2.870 -0.899  0.485
O9 -0.818 -1.948 -1.516  -0.953
H17 -0.678 -2.707 -0.895  0.470
H18 -0.318 -2.117 -2.404  0.486
O10 1.025 2.967 -1.728  -0.960
H19 0.609 3.377 -2.484  0.494
H20 1.972 2.661 -2.099  0.490
O11 -3.903 -1.357 1.020  -0.937
H21 -3.209 -1.845 0.725  0.457
H22 -3.626 -1.090 2.060  0.478
O12 -1.746 0.186 -3.315  -0.925
H23 -2.447 0.403 -2.836  0.467
H24 -1.003 0.224 -2.863  0.455
O13 -1.043 2.957 -0.087  -0.947
H25 -1.283 3.158 0.754  0.450
H26 -0.015 3.397 0.214  0.497

***

Arrangement S

Formula: H26O13
Source: the OMol25 dataset
Level of theory: ωB97M-V with the def2-TZVPD basis set

The value obtained for the highest occupied orbital energy is -10.21 eV. As for the spin multiplicity: 1.

Each line ends with the natural charge from an NBO analysis.
Atoms and positions in Å:
H1 -0.609 0.403 -0.616  0.461
H2 -1.161 -0.049 0.726  0.487
H3 -2.051 -3.254 -2.248  0.476
H4 -1.374 -4.237 -1.307  0.459
H5 -2.320 3.569 1.947  0.462
H6 -1.483 4.235 3.027  0.471
H7 2.062 -0.734 3.261  0.455
H8 3.477 -0.675 2.711  0.464
H9 -1.401 2.203 -3.291  0.481
H10 -1.223 1.365 -2.035  0.470
H11 2.188 -2.983 3.797  0.467
H12 0.833 -2.299 3.727  0.428
H13 -2.759 -1.163 -2.944  0.482
H14 -2.540 -1.604 -1.506  0.478
H15 0.180 -0.562 -3.519  0.479
H16 1.061 -1.501 -2.712  0.441
H17 -0.905 -1.824 3.501  0.463
H18 -0.787 -0.549 2.682  0.460
H19 -0.418 3.550 -0.051  0.457
H20 0.589 4.628 0.316  0.469
H21 1.911 1.592 1.483  0.467
H22 0.462 1.767 1.057  0.452
H23 1.865 2.228 -2.918  0.475
H24 2.061 3.055 -1.658  0.478
H25 2.379 -2.988 -1.539  0.470
H26 1.255 -2.054 -1.121  0.441
O1 -1.436 0.199 -0.163  -0.946
O2 -1.662 -4.135 -2.221  -0.959
O3 -2.076 3.490 2.877  -0.932
O4 2.583 -0.948 2.479  -0.922
O5 -1.267 1.295 -2.996  -0.951
O6 1.407 -2.898 3.238  -0.894
O7 -3.103 -1.763 -2.273  -0.938
O8 0.791 -1.301 -3.615  -0.926
O9 -1.301 -1.360 2.754  -0.921
O10 0.427 3.681 0.394  -0.929
O11 1.131 2.135 1.645  -0.918
O12 1.514 2.354 -2.029  -0.953
O13 1.701 -2.868 -0.863  -0.906

***

Stability comparison, relative energies in kJ/mol: arrangement P 0.0; arrangement Q 321.0; arrangement R 293.3; arrangement S 87.4

***

Arrangement P

Formula: H26O13
Source: the OMol25 dataset
Level of theory: ωB97M-V with the def2-TZVPD basis set

The value obtained for the highest occupied orbital energy is -8.37 eV. As for the spin multiplicity: 1.

Each line ends with the natural charge from an NBO analysis.
Atoms and positions in Å:
H1 -0.280 0.648 -0.341  0.467
H2 1.355 0.346 -0.622  0.480
H3 4.662 1.252 -0.546  0.461
H4 5.742 1.488 0.413  0.459
H5 -4.685 -1.576 2.300  0.445
H6 -3.963 -1.248 0.998  0.480
H7 -3.315 1.104 0.864  0.503
H8 -3.132 0.367 2.320  0.488
H9 1.871 -2.898 3.121  0.471
H10 2.547 -2.408 1.735  0.467
H11 2.027 2.624 -0.493  0.439
H12 1.582 2.728 -1.886  0.458
H13 -1.906 3.139 -0.675  0.478
H14 -1.249 4.406 -1.253  0.465
H15 2.954 -1.509 -2.747  0.472
H16 3.284 -2.081 -1.355  0.483
H17 4.135 -1.323 0.645  0.453
H18 5.464 -1.874 0.762  0.479
H19 -1.510 -0.045 -2.322  0.499
H20 -1.442 -0.467 -0.845  0.458
H21 -3.925 -0.647 -0.833  0.455
H22 -5.390 -1.035 -1.214  0.474
H23 -1.887 -2.020 -1.210  0.441
H24 -3.221 -2.328 -1.578  0.452
H25 0.838 2.987 2.621  0.476
H26 2.029 2.196 3.074  0.455
O1 0.525 0.729 -0.966  -0.930
O2 5.591 1.369 -0.537  -0.919
O3 -4.816 -1.184 1.483  -0.939
O4 -2.920 0.332 1.401  -0.982
O5 2.078 -3.171 2.224  -0.939
O6 1.522 2.145 -1.132  -0.916
O7 -1.654 4.097 -0.472  -0.943
O8 2.551 -1.804 -1.906  -0.957
O9 4.653 -2.088 0.306  -0.928
O10 -1.859 0.156 -1.426  -0.947
O11 -4.824 -0.366 -0.731  -0.927
O12 -2.323 -2.751 -1.564  -0.898
O13 1.154 2.308 3.204  -0.930

***

Arrangement Q

Formula: H26O13
Source: the OMol25 dataset
Level of theory: ωB97M-V with the def2-TZVPD basis set

The value obtained for the highest occupied orbital energy is -10.16 eV. As for the spin multiplicity: 1.

Each line ends with the natural charge from an NBO analysis.
Atoms and positions in Å:
O1 -1.042 3.123 -1.610  -0.998
H1 -1.589 3.504 -2.332  0.479
H2 -1.495 2.485 -1.041  0.501
O2 -0.907 -3.627 -0.622  -0.973
H3 -1.592 -3.798 0.022  0.473
H4 -0.624 -2.728 -0.423  0.489
O3 -3.092 -0.857 -0.008  -0.962
H5 -2.156 -0.749 0.085  0.483
H6 -3.262 -1.162 -0.904  0.468
O4 0.833 2.157 1.034  -0.956
H7 1.436 2.058 1.699  0.484
H8 1.286 2.181 0.186  0.483
O5 3.529 1.006 2.154  -0.980
H9 3.869 1.573 1.487  0.467
H10 2.931 0.344 1.690  0.484
O6 2.238 -0.684 0.473  -0.974
H11 2.520 -0.676 -0.471  0.511
H12 2.814 -1.319 0.935  0.490
O7 0.663 -0.441 3.008  -0.927
H13 1.511 -0.900 3.063  0.465
H14 0.450 -0.184 3.909  0.490
O8 -0.281 -0.835 -0.192  -1.010
H15 -0.480 -0.256 -0.909  0.486
H16 0.522 -0.593 0.282  0.511
O9 0.144 -3.031 2.377  -0.941
H17 0.289 -2.115 2.635  0.468
H18 0.552 -3.408 3.130  0.447
O10 -3.376 1.050 -2.576  -0.977
H19 -3.753 1.276 -1.749  0.478
H20 -2.424 0.857 -2.392  0.471
O11 2.406 -0.303 -2.332  -0.938
H21 1.705 -0.940 -2.454  0.480
H22 3.243 -0.775 -2.429  0.485
O12 -1.889 2.040 0.832  -0.967
H23 -1.865 2.875 1.266  0.474
H24 -0.997 1.680 0.877  0.498
O13 -0.875 0.434 -2.549  -0.941
H25 -0.991 0.964 -3.294  0.500
H26 -0.249 -0.225 -2.857  0.481

***

Stability comparison, relative energies in kJ/mol: arrangement P 554.8; arrangement Q 0.0